(1)
Density functional theory data (the ωB97M-V functional and the def2-TZVPD basis) for C3H8N4S in the gas phase in a non-equilibrium geometry.

Values from the calculation:
Orbital gap, eV: 9.39
Relative energy (zero: lowest compared OMol25 entry of this formula, charge and spin), kcal per mole: 22.7
SMILES: [H]/N=C(\CN)NNC=S
E_HOMO, eV: -8.9
Total energy, Ha: -736.28193

XYZ file:
```
16
Properties=species:S:1:pos:R:3:mulliken_charge:R:1
C 1.1274 0.5915 0.7650 -0.8905
C 1.0304 -0.1597 -0.5680 0.7643
C -2.2235 -0.0459 -0.3687 -0.2955
H -0.4998 -0.2188 1.7116 0.2405
H 0.9055 -1.0262 1.9927 0.2927
H 2.2100 0.7197 0.9905 0.3816
H 0.6938 1.5894 0.6727 0.3192
H 2.6075 -1.1162 -0.3702 0.2519
H -0.2566 -0.6086 -2.0729 0.3396
H -1.3643 1.6444 -1.1105 0.2171
H -3.1065 0.5526 -0.1541 0.3017
N 0.5042 -0.0871 1.8912 -0.5442
N 1.8482 -1.0237 -0.9924 -0.7500
N -0.0521 0.1629 -1.3981 -0.3475
N -1.2040 0.6862 -0.8638 -0.0502
S -2.2204 -1.6605 -0.1249 -0.2306
```

(2)
Density functional theory data (the ωB97M-V functional and the def2-TZVPD basis) for C25H25NO9 in the gas phase in a non-equilibrium geometry.

Values from the calculation:
Orbital gap, eV: 7.67
Relative energy (zero: lowest compared OMol25 entry of this formula, charge and spin), kcal per mole: 64.0
SMILES: COc1ccc(/C=C2\Oc3cc(OCC(=O)N4CCC[C@H]4C(=O)O)ccc3C2=O)c(OC)c1OC
E_HOMO, eV: -7.9
Total energy, Ha: -1699.54517

XYZ file:
```
60
Properties=species:S:1:pos:R:3:mulliken_charge:R:1
C 8.2964 -1.6518 -0.3705 -0.9860
H 9.0639 -1.5760 -1.1394 0.2520
O 7.0721 -1.6844 -1.0627 -0.4124
C 5.9209 -1.8353 -0.3494 1.0129
C 5.8668 -1.8899 1.0376 -0.6430
C 4.6534 -2.0619 1.6682 -1.2703
C 3.4663 -2.1647 0.9520 0.6381
C 3.5116 -2.1552 -0.4643 0.2678
C 4.7410 -1.9679 -1.1078 0.9567
O 4.8159 -1.9796 -2.4909 -0.5507
C 5.2384 -0.7734 -3.0955 -0.7494
H 6.2692 -0.5273 -2.8345 0.2647
H 5.1648 -0.9423 -4.1687 0.2682
H 4.5853 0.0601 -2.8106 0.2924
O 2.3312 -2.4206 -1.0595 -0.3877
C 2.1436 -2.3397 -2.4535 -0.8934
H 2.3276 -1.3297 -2.8280 0.3075
H 2.7767 -3.0476 -2.9913 0.3033
H 1.0937 -2.5912 -2.6069 0.3088
C 2.2281 -2.2862 1.6894 -0.5428
C 1.0045 -1.8138 1.3924 0.4202
C -0.1932 -2.0248 2.2502 -0.2725
O -0.2299 -2.6349 3.3004 -0.6855
C -1.2517 -1.3369 1.5157 0.7231
C -2.6051 -1.1475 1.7462 -1.5085
C -3.3476 -0.4181 0.8370 -0.3705
C -2.7395 0.1207 -0.2981 0.2687
C -1.3771 -0.0642 -0.5469 -0.2156
C -0.6521 -0.7895 0.3715 0.2111
O 0.6752 -1.0555 0.2955 -0.4658
H -0.9301 0.3495 -1.4362 0.7298
O -3.3868 0.8757 -1.2324 -0.4571
C -4.7970 0.9301 -1.2113 -0.9896
C -5.4259 1.7888 -0.1053 0.9655
O -6.3671 1.3717 0.5424 -0.6908
N -4.9316 3.0266 0.0490 0.1396
C -3.8393 3.6356 -0.6760 0.1051
C -2.4964 3.0999 -0.1934 0.0748
O -2.2841 2.6853 0.9118 -0.5718
O -1.5554 3.2153 -1.1310 -0.5146
H -0.7100 2.8678 -0.8028 0.4628
H -3.9211 3.4541 -1.7516 0.4304
C -3.9311 5.1413 -0.3341 -0.7708
H -3.1539 5.4021 0.3857 0.3464
C -5.3088 5.2996 0.3111 -0.6574
C -5.5013 3.9579 1.0055 -0.7017
H -4.9418 3.9128 1.9455 0.2702
H -6.5407 3.6896 1.1927 0.4131
H -6.0736 5.4364 -0.4541 0.3037
H -5.3477 6.1376 1.0025 0.3723
H -3.8025 5.7595 -1.2196 0.3676
H -5.0788 1.3567 -2.1808 0.4461
H -5.2293 -0.0741 -1.1332 0.3645
H -4.3953 -0.2526 1.0262 0.5098
H -3.0653 -1.5613 2.6293 0.4643
H 2.2889 -2.7791 2.6520 0.4789
H 4.6146 -2.0927 2.7463 0.4245
H 6.7637 -1.8062 1.6282 0.3973
H 8.3618 -0.7829 0.2923 0.3708
H 8.4543 -2.5664 0.2086 0.3752
```

(3)
Density functional theory data (the ωB97M-V functional and the def2-TZVPD basis) for a molecular structure, Br2O2S in a non-equilibrium geometry.

Values from the calculation:
Orbital gap (spin up / spin down), eV: 8.63 / 7.60
Multiplicity: 3
E_HOMO (spin up / spin down), eV: -9.0 / -10.0
Total energy, Ha: -5696.53540

XYZ file:
```
5
Properties=species:S:1:pos:R:3:lowdin_spin:R:1
O 0.9531 -0.1043 1.1521 0.6589
O -0.9066 0.3277 -0.5889 0.3819
S -1.6466 0.4837 0.6830 0.5055
Br 0.9682 1.4567 1.6435 0.3798
Br -1.8731 -1.3765 1.8535 0.0740
```

(4)
Density functional theory data (the ωB97M-V functional and the def2-TZVPD basis) for C21H30NO5P in the gas phase in a non-equilibrium geometry.

Values from the calculation:
Orbital gap, eV: 8.41
Relative energy (zero: lowest compared OMol25 entry of this formula, charge and spin), kcal per mole: 39.7
SMILES: CCCCO[P@](=O)(c1ccc(N(C)C)cc1)[C@@H](O)c1ccc(OC)c(OC)c1
E_HOMO, eV: -7.9
Total energy, Ha: -1590.54443

XYZ file:
```
58
Properties=species:S:1:pos:R:3:mulliken_charge:R:1
C 4.1091 -3.3296 3.5607 -1.2087
C 3.6506 -1.8785 3.6530 -0.6624
C 2.7285 -1.4659 2.5073 0.0758
C 3.4339 -1.4260 1.1573 -0.7593
H 3.7631 -2.4190 0.8427 0.3167
H 4.2991 -0.7552 1.2191 0.3613
O 2.5609 -0.9762 0.1324 -0.2466
P 2.2306 0.6021 0.0819 0.8009
O 3.3495 1.4386 0.5466 -0.9474
C 0.6355 0.8332 0.8982 0.0694
C -0.3176 -0.1794 0.8913 -0.5127
C -1.5791 0.0433 1.3909 -0.3664
C -1.9458 1.3030 1.8976 0.1679
N -3.2160 1.5387 2.3432 0.2931
C -4.2910 0.6267 2.0370 -1.0570
H -4.3093 -0.2296 2.7209 0.2948
H -5.2407 1.1526 2.1185 0.4111
H -4.1977 0.2569 1.0148 0.2797
C -3.5371 2.7235 3.0985 -1.2794
H -4.4611 2.5575 3.6494 0.4142
H -3.6711 3.6000 2.4528 0.3329
H -2.7500 2.9392 3.8223 0.4162
C -0.9641 2.3090 1.9184 -0.2888
C 0.2998 2.0733 1.4224 -1.2489
H 1.0463 2.8540 1.4312 0.4457
H -1.1984 3.2902 2.2988 0.4921
H -2.2884 -0.7678 1.3867 0.4721
H -0.0566 -1.1470 0.4900 0.6991
H 1.8758 -2.1460 2.4473 0.2620
H 2.3418 -0.4591 2.6956 0.1550
H 4.5212 -1.2200 3.6659 0.3401
H 3.1136 -1.7362 4.5933 0.3542
H 3.2520 -3.9961 3.4961 0.2909
H 4.6856 -3.5978 4.4430 0.3906
H 4.7355 -3.4868 2.6870 0.3089
C 1.9220 0.8146 -1.7528 0.1151
C 0.7098 0.0311 -2.1280 -0.6265
C 0.7909 -1.2995 -2.4990 -0.8156
C -0.3701 -2.0087 -2.7318 -0.7522
C -1.6287 -1.4360 -2.5729 0.4609
C -1.7129 -0.0899 -2.1732 0.8986
C -0.5383 0.6237 -1.9852 0.1640
H -0.5804 1.6598 -1.6866 0.4004
O -2.9582 0.4544 -1.9574 -0.4419
C -3.0468 1.8147 -1.6152 -0.7966
H -4.1129 2.0195 -1.5189 0.2598
H -2.5478 2.0260 -0.6636 0.1692
H -2.6272 2.4559 -2.3969 0.3951
O -2.6750 -2.2880 -2.7962 -0.5013
C -3.9527 -1.7834 -3.1103 -0.6672
H -3.9042 -1.0304 -3.9007 0.2816
H -4.4486 -1.3541 -2.2370 0.1611
H -4.5214 -2.6433 -3.4651 0.3192
H -0.3350 -3.0443 -3.0314 0.4356
H 1.7571 -1.7630 -2.6070 0.4624
O 3.0749 0.4090 -2.4302 -0.6022
H 3.8352 0.7472 -1.9374 0.4172
H 1.7377 1.8943 -1.9017 0.3962
```

(5)
Density functional theory data (the ωB97M-V functional and the def2-TZVPD basis) for a molecular structure, C24H12CeF4N6O2 in a non-equilibrium geometry.

Values from the calculation:
Orbital gap (spin up / spin down), eV: 4.79 / 5.42
Multiplicity: 2
Relative energy (zero: lowest compared OMol25 entry of this formula, charge and spin), kcal per mole: 0.0
Total charge: +1
E_HOMO (spin up / spin down), eV: -11.0 / -11.6
Total energy, Ha: -2274.98636

XYZ file:
```
49
Properties=species:S:1:pos:R:3:lowdin_spin:R:1
Ce -0.3422 0.1542 -0.0891 0.0123
C 1.1154 4.3550 0.8555 0.0001
C 1.0596 3.0171 0.2175 0.0009
O 0.0112 2.3085 0.4067 0.0007
C 2.0868 2.5661 -0.6603 0.0020
C 2.2766 1.2434 -0.9792 0.0001
C 2.9226 0.7924 -2.2462 0.0000
N 1.9151 0.2343 -0.1063 0.0030
N 2.0981 0.5503 1.2540 0.0001
C 1.2582 0.2050 2.1765 0.0005
O -0.0200 -0.1695 1.9367 0.0004
C 1.6707 0.2624 3.5827 0.0001
C 0.7354 0.5161 4.5831 0.0000
C 1.1362 0.5020 5.9081 0.0004
C 2.4560 0.2117 6.2316 0.0000
C 3.3851 -0.0515 5.2332 0.0002
C 2.9975 -0.0218 3.9044 0.0001
H 0.6464 5.0821 0.1852 0.0000
H 2.1410 4.6663 1.0383 0.0000
H 0.5430 4.3439 1.7807 0.0000
H 2.6670 3.3259 -1.1698 0.0001
H 3.1561 1.6318 -2.8957 0.0000
H 2.2616 0.1100 -2.7894 0.0000
H 3.8293 0.2292 -2.0211 0.0000
H -0.2950 0.7231 4.3240 0.0000
H 0.4194 0.7088 6.6908 0.0000
H 2.7612 0.1846 7.2690 0.0000
H 4.4085 -0.2869 5.4910 0.0001
H 3.7106 -0.2191 3.1141 -0.0001
F -1.9111 -3.4221 4.2590 -0.0119
C -1.0883 -3.3036 3.2265 -0.0210
C 0.2329 -3.6482 3.4038 0.0589
F 0.5876 -4.1087 4.5901 0.0180
C 1.2329 -3.4522 2.4182 0.0105
C 0.7333 -2.9821 1.1974 0.0795
C -0.5962 -2.6976 1.0371 -0.0066
F -0.9397 -2.2175 -0.2346 -0.0066
C -1.5592 -2.7206 2.0397 0.0783
C -2.8310 -2.0279 1.9208 0.0264
C -2.8555 -0.9937 1.0321 0.0230
N -2.6714 -0.1128 0.2624 0.0197
C -3.9518 -2.2154 2.7803 0.0024
N -4.8716 -2.3713 3.4514 0.0080
F 1.5403 -2.6877 0.1711 0.0201
C 2.6265 -3.6393 2.6640 0.3002
C 3.1485 -4.0909 3.9013 0.0294
N 3.6376 -4.4553 4.8791 0.1652
C 3.6103 -3.2999 1.6979 0.0308
N 4.4336 -3.0211 0.9413 0.1549
```